1.
{"formula": "C37H57N4OPTeTi", "method": "wB97M-V/def2-TZVPD", "species": ["Ti", "C", "C", "C", "C", "C", "C", "C", "C", "C", "C", "C", "C", "C", "C", "C", "C", "C", "H", "H", "H", "H", "H", "H", "H", "H", "H", "H", "H", "H", "H", "H", "H", "H", "H", "H", "H", "H", "H", "H", "H", "H", "H", "H", "H", "H", "H", "O", "C", "C", "C", "C", "C", "C", "N", "H", "H", "H", "H", "H", "H", "H", "C", "N", "C", "N", "C", "N", "C", "P", "C", "C", "H", "H", "H", "H", "H", "H", "H", "H", "H", "H", "H", "H", "H", "C", "Te", "C", "C", "C", "C", "C", "C", "C", "H", "H", "H", "H", "H", "H", "H", "H"], "xyz": [[0.09045, -2.19932, -1.00685], [-1.09356, -3.92385, -0.01204], [0.26087, -4.04136, 0.43941], [0.57326, -2.82226, 1.14634], [-0.63158, -2.03614, 1.11344], [-1.67229, -2.71722, 0.45617], [-3.13410, -2.32959, 0.40068], [-3.76685, -2.68725, -0.94486], [-3.80529, -3.16015, 1.51686], [-3.34322, -0.84527, 0.69915], [1.71248, -2.32929, 2.05575], [3.12400, -2.83835, 1.76374], [1.78283, -0.79165, 2.01753], [1.29662, -2.77426, 3.47447], [1.08700, -5.29406, 0.15038], [2.34889, -4.93971, -0.64376], [1.41233, -5.99328, 1.48059], [0.29509, -6.29455, -0.70202], [-1.62935, -4.69820, -0.53186], [-0.73040, -1.06427, 1.57135], [-3.64162, -3.74425, -1.18756], [-3.36388, -2.07749, -1.76256], [-4.83903, -2.49521, -0.90987], [-3.70167, -4.23095, 1.33594], [-4.86940, -2.92563, 1.54834], [-3.37845, -2.93043, 2.49375], [-2.90173, -0.18934, -0.06164], [-2.94913, -0.55538, 1.67321], [-4.40968, -0.62315, 0.70463], [3.52211, -2.43802, 0.82825], [3.21656, -3.91887, 1.76076], [3.77822, -2.47202, 2.55446], [1.90039, -0.41020, 0.99634], [2.65648, -0.46645, 2.58044], [0.92262, -0.30821, 2.47865], [1.26814, -3.85953, 3.56777], [0.31679, -2.37970, 3.74815], [2.02399, -2.39423, 4.19221], [3.03309, -4.30024, -0.09463], [2.08337, -4.45434, -1.59600], [2.88920, -5.85030, -0.90510], [2.00982, -5.38764, 2.15465], [1.96745, -6.90870, 1.27344], [0.49481, -6.27359, 2.00016], [0.05854, -5.89201, -1.69060], [-0.62185, -6.62717, -0.21358], [0.90893, -7.18055, -0.85947], [-0.64788, -0.39917, -1.56715], [-0.00524, 0.20776, -2.73125], [1.38689, -0.35622, -2.83258], [2.24888, 0.12407, -3.79513], [3.55738, -0.33789, -3.81498], [3.95840, -1.28114, -2.87494], [3.03767, -1.75175, -1.96831], [1.76071, -1.29806, -1.92786], [-1.48932, 0.03205, -1.34656], [0.03270, 1.28525, -2.57087], [-0.60342, -0.00898, -3.61809], [1.91172, 0.86999, -4.50390], [4.25728, 0.03974, -4.54954], [4.97231, -1.65573, -2.85087], [3.30323, -2.50486, -1.24280], [1.07814, 12.05820, 5.15079], [1.70112, 11.08801, 6.17040], [0.65455, 10.82091, 7.26632], [-0.54952, 10.33241, 6.70054], [-1.08090, 11.28661, 5.72928], [-0.13734, 11.53670, 4.64175], [0.05650, 10.36100, 3.78840], [0.74584, 8.88145, 4.68751], [2.14078, 9.81107, 5.51162], [-0.41428, 8.98390, 6.14250], [1.81661, 12.21014, 4.36468], [0.90864, 12.99054, 5.68953], [2.51079, 11.54068, 6.59726], [0.49263, 11.77647, 7.76521], [1.09652, 10.10746, 7.96065], [-1.29175, 12.22822, 6.23788], [-2.01083, 10.90021, 5.31710], [0.71710, 10.62237, 2.95929], [-0.90394, 10.08680, 3.34914], [2.90482, 10.06444, 4.77586], [2.60399, 9.18654, 6.27633], [-0.07595, 8.30223, 6.92551], [-1.39988, 8.63643, 5.82878], [-2.18424, -5.11736, -3.31234], [-1.05676, -3.28989, -3.33824], [0.44022, -4.46232, -4.35037], [-0.40818, -5.49449, -5.05312], [0.06801, -6.13482, -6.19006], [-0.71020, -7.10042, -6.81190], [-1.96774, -7.41207, -6.31427], [-2.45583, -6.76083, -5.19090], [-1.67108, -5.80878, -4.55184], [-3.23836, -4.85471, -3.36759], [-1.97835, -5.65292, -2.38756], [1.11021, -4.88134, -3.60127], [0.99406, -3.81963, -5.03122], [1.04033, -5.88234, -6.59428], [-0.34009, -7.59713, -7.69823], [-2.57960, -8.15171, -6.81203], [-3.44538, -6.99423, -4.81838]], "charge": 4, "homo_ev": -15.75, "relative_energy_kcal_mol": 0.00, "e_lumo_ev": -11.94, "orbital_gap_ev": 3.808}

***

2.
{"formula": "C46H67BN11O4Pb", "method": "wB97M-V/def2-TZVPD", "species": ["Pb", "C", "C", "C", "C", "C", "C", "C", "N", "C", "C", "C", "C", "C", "C", "O", "C", "C", "C", "C", "C", "C", "C", "C", "C", "O", "C", "C", "C", "C", "C", "C", "H", "H", "H", "H", "H", "H", "H", "H", "H", "H", "H", "H", "H", "H", "H", "H", "H", "H", "H", "H", "H", "H", "H", "H", "H", "H", "H", "H", "H", "H", "H", "H", "H", "H", "H", "H", "H", "H", "H", "H", "N", "N", "C", "N", "N", "N", "O", "O", "H", "H", "H", "H", "H", "C", "C", "C", "C", "C", "C", "C", "C", "C", "C", "H", "H", "H", "H", "H", "H", "H", "B", "C", "N", "H", "H", "H", "C", "N", "C", "N", "C", "N", "C", "N", "C", "C", "H", "H", "H", "H", "H", "H", "H", "H", "H", "H", "H", "H"], "xyz": [[-0.11834, 1.35951, -0.77718], [0.82291, -2.06000, 5.75372], [-0.51770, -1.32064, 5.81698], [-1.65685, -2.33716, 6.00891], [-0.49067, -0.37015, 7.02259], [-0.79413, -0.57736, 4.51510], [-0.31263, -1.00820, 3.33747], [-0.64655, -0.32369, 2.10461], [-0.31806, -0.69263, 0.91566], [0.17670, -2.00275, 0.71691], [-0.43014, -3.09137, 1.32872], [0.03987, -4.38399, 1.13450], [1.18644, -4.54475, 0.36993], [1.83870, -3.49639, -0.28724], [1.23431, -2.25462, -0.16241], [1.70213, -1.12856, -0.91389], [3.14715, -3.81452, -1.03430], [2.84022, -4.47178, -2.38749], [3.94605, -4.82856, -0.18949], [4.05452, -2.59064, -1.23110], [-0.64254, -5.55382, 1.84061], [-0.16323, -6.90468, 1.30612], [-2.16223, -5.46837, 1.65448], [-0.30331, -5.46764, 3.33720], [-1.42370, 0.97797, 2.18860], [-1.65028, 1.60785, 1.15700], [-1.91233, 1.41810, 3.49821], [-1.63218, 0.62398, 4.54959], [-2.66709, 2.73732, 3.63046], [-3.02050, 3.03830, 5.08753], [-1.77511, 3.88036, 3.11852], [-3.97750, 2.68770, 2.83080], [1.05254, -2.47835, 6.73248], [1.63241, -1.38447, 5.47517], [0.80647, -2.88909, 5.04531], [-1.43304, -2.99108, 6.85236], [-1.78957, -2.95526, 5.12034], [-2.60330, -1.83353, 6.21365], [-0.14722, -0.91653, 7.90049], [-1.47614, 0.02730, 7.26297], [0.19345, 0.46502, 6.86403], [0.36783, -1.84342, 3.28595], [-1.31689, -2.91428, 1.92269], [1.59533, -5.53493, 0.25362], [2.13895, -5.29829, -2.26490], [3.76231, -4.87231, -2.81043], [2.41974, -3.77633, -3.11381], [3.53738, -5.83588, -0.25782], [3.98737, -4.54067, 0.86172], [4.96641, -4.87532, -0.56689], [3.70714, -1.91847, -2.01104], [5.04139, -2.93457, -1.53842], [4.17273, -2.02471, -0.30633], [-0.30955, -6.98730, 0.22834], [-0.73478, -7.70097, 1.78291], [0.88858, -7.08381, 1.53038], [-2.42782, -5.45741, 0.59655], [-2.58693, -4.57980, 2.12112], [-2.63874, -6.33447, 2.11408], [0.77651, -5.43080, 3.49032], [-0.69267, -6.33855, 3.86509], [-0.74370, -4.57569, 3.78781], [-2.00537, 0.91829, 5.51670], [-2.13084, 3.12223, 5.71372], [-3.68124, 2.28295, 5.51517], [-3.54560, 3.99212, 5.13033], [-0.82293, 3.90241, 3.65137], [-2.27607, 4.83459, 3.28785], [-1.56992, 3.77828, 2.05559], [-4.67249, 1.97224, 3.27124], [-3.81205, 2.40078, 1.79314], [-4.45152, 3.66970, 2.84535], [-2.56088, 3.26993, -0.75987], [-2.34981, 4.64755, -0.70054], [-1.17981, 5.13993, -0.23942], [-1.10922, 6.45556, -0.03949], [-0.23081, 4.22875, -0.04965], [0.88985, 4.59018, 0.63476], [1.05132, 5.71826, 1.08604], [1.70586, 3.70450, 0.76645], [-3.06365, 3.02507, -1.60315], [-3.04616, 2.94907, 0.07310], [-3.12126, 5.28199, -0.85929], [-1.90850, 7.04826, -0.17849], [-0.26384, 6.81045, 0.39357], [-2.90749, 2.21850, -5.90597], [-1.99318, 2.88840, -5.06385], [-1.57972, 2.30780, -3.89930], [-2.04606, 1.02792, -3.49092], [-1.61632, 0.39793, -2.27987], [-2.04938, -0.88094, -2.02864], [-2.91549, -1.56996, -2.90987], [-3.35619, -0.96231, -4.04506], [-2.93208, 0.34913, -4.36637], [-3.35745, 0.97845, -5.56391], [-3.23248, 2.68441, -6.82560], [-1.60805, 3.85642, -5.35830], [-0.86401, 2.82076, -3.26610], [-1.74090, -1.40334, -1.13024], [-3.22576, -2.57949, -2.67422], [-4.02231, -1.47734, -4.72541], [-4.04277, 0.44684, -6.21200], [1.06903, -1.64052, -4.86563], [1.25809, -1.42609, -3.33729], [1.40942, -1.30844, -2.19501], [0.75104, -2.80039, -4.98221], [2.16812, -1.42400, -5.32686], [0.22632, -0.86669, -5.24339], [1.80352, 4.14946, -2.71785], [2.88952, 4.70483, -3.51516], [4.15189, 4.18793, -2.97435], [4.20602, 2.72404, -3.00306], [3.08963, 2.21122, -2.22380], [1.78409, 2.67466, -2.73544], [1.68431, 2.24914, -4.15203], [2.77726, 2.76271, -4.96452], [2.75452, 4.22250, -4.89218], [4.03898, 2.29000, -4.39388], [0.84667, 4.51866, -3.09709], [1.93616, 4.48339, -1.68824], [4.26283, 4.52922, -1.94327], [4.97775, 4.58364, -3.56704], [3.18900, 2.53529, -1.18491], [3.10635, 1.11730, -2.25722], [0.73867, 2.60212, -4.56411], [1.69439, 1.15974, -4.19679], [1.81052, 4.58424, -5.30531], [3.57440, 4.62432, -5.48900], [4.86669, 2.68162, -4.98690], [4.05927, 1.19909, -4.43518]], "charge": 1, "homo_ev": -10.11, "e_lumo_ev": -4.59, "orbital_gap_ev": 5.518}

***

3.
{"formula": "C21H25F5N2O7S2SiTi", "method": "wB97M-V/def2-TZVPD", "species": ["Ti", "N", "C", "O", "C", "C", "H", "H", "H", "H", "H", "H", "O", "C", "C", "C", "C", "C", "C", "C", "O", "N", "O", "O", "H", "H", "H", "H", "C", "Si", "C", "C", "O", "H", "H", "H", "H", "H", "H", "H", "H", "H", "C", "S", "C", "O", "H", "H", "H", "H", "H", "H", "F", "C", "C", "F", "C", "F", "C", "S", "C", "F", "C", "F"], "xyz": [[-0.31952, -0.96357, -0.11880], [3.63684, -0.39974, 1.15196], [2.48641, -0.54415, 0.47936], [1.46497, -0.95541, 1.05882], [2.44250, -0.32241, -1.00883], [1.22900, -1.05582, -1.56861], [3.52715, -0.27770, 2.14808], [4.33667, 0.17890, 0.71666], [3.41094, -0.62213, -1.42594], [2.35594, 0.75692, -1.16933], [1.44069, -2.12740, -1.67186], [0.92854, -0.64210, -2.53132], [-0.97565, 0.19753, 1.23078], [-1.53599, -0.37456, 2.27207], [-1.63702, -1.76129, 2.55233], [-2.25827, -2.10859, 3.77930], [-2.38315, -3.42016, 4.15982], [-1.90816, -4.48241, 3.39183], [-1.30165, -4.17069, 2.18795], [-1.17197, -2.85680, 1.74823], [-0.59565, -2.65846, 0.55309], [-3.04585, -3.71671, 5.44321], [-3.16194, -4.88590, 5.76539], [-3.45848, -2.78701, 6.11069], [-1.94330, 0.31144, 3.01064], [-2.63386, -1.32940, 4.42589], [-2.02011, -5.49889, 3.73139], [-0.91872, -4.95219, 1.54523], [-4.20104, -0.87996, -2.76196], [-2.84966, -1.91968, -1.99140], [-3.61377, -3.11996, -0.77463], [-1.90717, -2.83835, -3.31973], [-1.80636, -0.90681, -1.20437], [-4.89162, -1.50317, -3.33615], [-3.78668, -0.12524, -3.43339], [-4.78048, -0.36467, -1.99172], [-4.54534, -3.52853, -1.17625], [-3.84727, -2.61839, 0.16793], [-2.94613, -3.95113, -0.54274], [-2.53410, -3.55777, -3.85203], [-1.06915, -3.38245, -2.87624], [-1.49374, -2.13544, -4.04636], [-2.02464, 2.28397, -1.09606], [-0.32064, 1.86026, -1.41712], [0.40346, 3.43857, -0.98787], [-0.16978, 1.72017, -2.89507], [-2.27860, 3.14261, -1.71929], [-2.13797, 2.50662, -0.03554], [-2.62229, 1.41536, -1.35750], [0.22748, 3.65410, 0.06476], [-0.03652, 4.17410, -1.66345], [1.47650, 3.35741, -1.15095], [5.18415, 6.80888, 0.75044], [4.39364, 5.75356, 1.00235], [4.46898, 4.61039, 0.22696], [5.34828, 4.54901, -0.78501], [3.64194, 3.53809, 0.50370], [3.79022, 2.45622, -0.29291], [2.70025, 3.51969, 1.53877], [1.66573, 2.15418, 1.83749], [2.66559, 4.69961, 2.29379], [1.81232, 4.81742, 3.31913], [3.48123, 5.78690, 2.04334], [3.39775, 6.88678, 2.80534]], "multiplicity": 2, "charge": -1, "homo_ev": [-3.99, -4.51], "relative_energy_kcal_mol": 23.57, "e_lumo_ev": [1.97, 1.91], "orbital_gap_ev": [5.957, 6.421]}